This record from the Open Molecules 2025 dataset describes a cluster of 8 separate species, C18H52N4O8 in total. The level of theory is ωB97M-V/def2-TZVPD.

CARTESIAN COORDINATES (ANGSTROEM)
N (-5.2464, 22.6875, 24.1169)
C (-4.5856, 23.6533, 24.6601)
N (-3.3501, 23.4002, 24.9907)
O (-5.2872, 24.8517, 25.0261)
H (-6.1508, 22.9612, 23.7221)
H (-4.7469, 21.9251, 23.5570)
H (-2.8821, 24.1820, 25.4370)
H (-2.7830, 22.7468, 24.5022)
N (-0.4531, 25.5888, 25.1429)
C (-1.5897, 26.1760, 25.2308)
N (-2.3354, 25.5704, 26.1082)
O (-2.0290, 27.2140, 24.4375)
H (0.1741, 25.9137, 24.3831)
H (-0.0348, 24.9035, 25.7578)
H (-3.3347, 25.8933, 26.1483)
H (-1.8984, 24.9307, 26.7865)
C (-4.1645, 29.8042, 21.1699)
C (-3.6298, 28.4967, 21.7161)
C (-4.5612, 27.9785, 22.8960)
O (-3.5857, 27.5763, 20.8358)
H (-3.3035, 30.1458, 20.5276)
H (-4.3835, 30.4577, 22.0310)
H (-4.9842, 29.6738, 20.6191)
H (-2.6749, 28.6542, 22.1595)
H (-5.5762, 28.1001, 22.5410)
H (-4.4996, 28.5540, 23.7970)
H (-4.4673, 26.9833, 23.2338)
H (-2.7485, 27.1066, 20.9773)
C (-2.9709, 21.3737, 29.4498)
C (-3.4808, 22.2183, 28.2056)
C (-3.9951, 23.6036, 28.5428)
O (-2.5820, 22.4313, 27.3556)
H (-2.2083, 21.9144, 29.8742)
H (-2.5483, 20.4701, 29.0332)
H (-3.6567, 21.0672, 30.2318)
H (-4.2693, 21.6187, 27.7264)
H (-4.4948, 24.0448, 27.6812)
H (-3.2288, 24.2663, 28.9388)
H (-4.7775, 23.5910, 29.3150)
H (-2.9833, 22.7431, 26.5234)
C (2.5253, 24.8673, 25.8213)
C (1.9401, 23.8816, 26.8462)
C (2.4387, 24.1295, 28.2530)
O (0.7151, 23.8795, 26.8818)
H (3.5789, 24.9439, 25.8364)
H (2.1703, 25.9363, 25.9027)
H (2.2169, 24.5439, 24.8466)
H (2.2443, 22.8631, 26.5465)
H (3.5590, 24.0691, 28.2559)
H (2.1628, 23.3471, 28.9405)
H (2.1606, 25.1549, 28.6786)
H (0.3666, 23.1285, 27.3485)
C (-2.1924, 24.6414, 22.4024)
C (-1.3819, 25.2025, 21.2754)
C (-1.9716, 25.0614, 19.8960)
O (-1.1398, 26.4286, 21.4885)
H (-2.8317, 23.7620, 22.1908)
H (-2.8920, 25.4227, 22.7775)
H (-1.5779, 24.3308, 23.2457)
H (-0.4526, 24.6234, 21.1623)
H (-2.1604, 24.0196, 19.7779)
H (-1.2211, 25.3237, 19.2072)
H (-2.8828, 25.5806, 19.6544)
H (-0.6017, 26.4470, 22.3131)
C (0.9169, 22.8937, 22.7649)
C (0.1030, 21.6625, 23.1885)
C (-0.4033, 21.8604, 24.5983)
O (-0.8838, 21.4688, 22.4664)
H (1.8676, 22.9671, 23.2478)
H (0.3295, 23.7765, 22.9162)
H (1.1541, 22.8392, 21.7288)
H (0.6911, 20.7807, 23.1848)
H (0.2704, 21.7471, 25.4553)
H (-1.0551, 21.0432, 24.8075)
H (-1.0025, 22.8045, 24.7719)
H (-0.6447, 21.6610, 21.5954)
C (1.3776, 27.3691, 23.4944)
O (1.2192, 26.1159, 22.8518)
H (0.5707, 27.8764, 24.0116)
H (1.5693, 28.0404, 22.6627)
H (2.2463, 27.5228, 24.1415)
H (2.0462, 25.7301, 22.6367)

Atomic forces in eV per Å
N -1.82 -3.34 -3.61
C -4.49 7.30 2.63
N 1.46 0.22 0.83
O 4.13 -6.03 -1.61
H 0.52 -0.19 0.35
H -0.94 1.57 1.34
H 0.30 0.26 -0.58
H 0.07 -0.54 -0.57
N 4.93 0.33 -2.94
C -2.60 5.86 -4.42
N -3.90 0.18 2.95
O 2.42 -4.97 3.73
H -0.82 -0.67 1.13
H -0.66 -0.03 0.24
H 1.24 -0.52 0.48
H -0.72 0.76 -0.19
C 4.51 0.71 2.09
C -2.42 2.85 6.12
C -0.32 1.81 -0.84
O 1.02 -4.72 -5.31
H -1.12 0.43 0.49
H 0.28 0.14 -0.59
H -3.36 -0.61 -2.27
H 1.10 0.50 0.48
H -0.54 -0.10 -0.17
H 0.25 0.71 0.52
H 0.62 -1.32 -0.14
H -0.28 -0.03 -0.26
C -1.26 -0.29 -2.34
C -5.78 -1.23 5.79
C -2.05 0.04 1.65
O 7.48 0.19 -5.56
H 2.00 1.30 1.24
H 0.22 -0.36 -0.09
H -0.57 0.36 -0.23
H -0.60 -0.01 0.43
H 0.22 0.15 -0.26
H 0.37 -0.09 -0.21
H 0.04 -0.06 -0.02
H 0.12 -0.25 0.16
C -1.48 1.13 0.23
C 10.27 -0.22 0.53
C 2.71 1.43 0.71
O -11.53 0.73 -0.61
H 1.21 -0.34 0.22
H 0.03 -1.14 0.40
H -0.10 -0.19 -0.69
H 1.04 0.05 -0.15
H -0.73 0.27 0.09
H -0.60 -0.27 0.26
H 0.13 -1.42 -0.73
H -0.60 -0.37 0.33
C -1.91 -0.75 0.94
C -1.24 -6.24 -2.05
C -0.68 -0.83 0.37
O 2.54 7.00 2.19
H 0.44 0.26 -0.37
H 0.48 -0.39 -0.24
H 0.15 0.24 -0.03
H 0.22 -0.24 0.28
H -0.29 -0.99 -0.42
H 0.89 0.51 -1.07
H -0.36 0.41 0.27
H -0.68 0.82 -0.78
C -0.13 -0.75 0.22
C 6.90 2.64 6.06
C -0.59 0.58 1.62
O -8.49 -1.36 -4.37
H 0.55 0.03 0.70
H -0.15 0.48 0.23
H 0.12 -0.12 -1.20
H 1.63 -1.01 0.36
H 0.58 0.40 -0.60
H -1.00 -0.71 -0.01
H 1.09 -0.87 -0.49
H -0.04 0.27 -2.44
C 1.96 2.51 -1.41
O -1.78 -0.06 1.41
H -1.01 -1.20 0.00
H 0.11 0.62 -0.06
H 0.09 -0.88 0.07
H 1.20 -0.33 -0.21

Highest occupied orbital energy ... -8.200 eV
Energy above the lowest of the compared OMol25 structures with the same formula, charge and spin ... 204.2 kcal per mole
Gap between HOMO and LUMO ... 8.376 eV

This record from the Open Molecules 2025 dataset describes a cluster of 8 separate species, C18H52N6O8 in total. The level of theory is ωB97M-V/def2-TZVPD.

CARTESIAN COORDINATES (ANGSTROEM)
N (1.5446, -5.1181, 2.1200)
C (1.8276, -3.8327, 2.5946)
N (2.6479, -3.0603, 1.8005)
O (1.4565, -3.4882, 3.7134)
H (1.7921, -5.3174, 1.1478)
H (0.7122, -5.5732, 2.4434)
H (3.1044, -3.4707, 1.0073)
H (2.9012, -2.1693, 2.2105)
N (-0.3017, 1.7607, -0.7365)
C (0.7543, 1.1735, -0.0910)
N (1.2496, 0.0369, -0.6853)
O (1.1727, 1.5943, 0.9848)
H (-0.8098, 2.4186, -0.1719)
H (-0.6995, 1.4600, -1.6152)
H (1.9577, -0.4388, -0.1578)
H (0.7287, -0.3981, -1.4319)
N (-0.6662, -3.8241, 0.1960)
C (-0.8797, -4.0576, -1.1390)
N (-1.4524, -5.2632, -1.4678)
O (-0.6211, -3.2244, -2.0100)
H (-0.6749, -2.8833, 0.5492)
H (-0.8474, -4.5651, 0.8468)
H (-1.7189, -5.9434, -0.7832)
H (-1.8244, -5.3115, -2.3981)
C (-4.9980, -1.1021, -0.1092)
C (-5.0373, 0.3426, -0.5970)
C (-3.6011, 0.8043, -0.8280)
O (-5.7525, 0.3695, -1.8487)
H (-4.6154, -1.0278, 0.9186)
H (-4.2705, -1.6860, -0.6692)
H (-5.9626, -1.5904, 0.0166)
H (-5.5766, 0.9933, 0.0968)
H (-3.0046, 0.6760, 0.0802)
H (-3.5958, 1.8692, -1.0721)
H (-3.0892, 0.2146, -1.5874)
H (-5.4862, 1.1486, -2.3468)
C (-1.7972, 3.0496, -5.3243)
C (-1.0504, 2.8072, -4.0443)
C (-0.7713, 4.0763, -3.2352)
O (-1.7966, 1.9236, -3.1936)
H (-2.1277, 2.1304, -5.8088)
H (-1.1248, 3.5281, -6.0471)
H (-2.5970, 3.7825, -5.2145)
H (-0.0591, 2.3570, -4.1431)
H (0.2195, 4.0424, -2.7904)
H (-1.5513, 4.2687, -2.4984)
H (-0.7794, 4.9622, -3.8793)
H (-2.3171, 1.3108, -3.7205)
C (2.6899, 2.1343, 4.1713)
C (3.7064, 1.4492, 3.2781)
C (3.4925, -0.0482, 3.0631)
O (3.7084, 2.1165, 2.0088)
H (1.6780, 1.9564, 3.8010)
H (2.9249, 3.1954, 4.2604)
H (2.7199, 1.8007, 5.2165)
H (4.6967, 1.6093, 3.7176)
H (4.1556, -0.3798, 2.2578)
H (2.4994, -0.1771, 2.6168)
H (3.6489, -0.6075, 3.9840)
H (2.8080, 1.9917, 1.6440)
C (-0.7374, 4.7652, 2.0288)
C (-0.8333, 5.3452, 3.4378)
C (-1.3884, 6.7615, 3.4142)
O (-1.7503, 4.4962, 4.1680)
H (-0.2970, 3.7765, 2.1630)
H (-0.1591, 5.4263, 1.3887)
H (-1.7372, 4.6324, 1.6076)
H (0.1576, 5.2140, 3.8890)
H (-0.7002, 7.4319, 2.8940)
H (-1.5160, 7.1845, 4.4155)
H (-2.3718, 6.7299, 2.9482)
H (-1.6974, 4.7523, 5.0942)
C (2.3110, -5.9947, -3.0090)
C (3.1113, -5.4285, -1.8399)
C (3.4128, -3.9522, -2.0769)
O (2.2997, -5.5653, -0.6250)
H (3.0086, -6.0399, -3.8565)
H (1.5433, -5.2845, -3.3226)
H (1.9626, -7.0119, -2.8558)
H (4.0265, -5.9822, -1.6344)
H (2.5206, -3.3494, -1.9528)
H (3.8569, -3.8367, -3.0709)
H (4.2257, -3.5945, -1.4373)
H (1.4115, -5.2721, -0.8684)

Atomic forces in eV per Å
N 0.59 0.74 -1.01
C 0.06 -1.00 1.10
N -0.88 -0.23 0.54
O -0.09 0.30 -0.99
H -0.02 0.04 0.60
H 0.05 0.13 0.51
H 0.12 0.19 -0.10
H 0.25 -0.40 -0.31
N 0.59 -0.06 0.49
C -0.78 -0.53 -0.16
N -0.21 0.88 0.04
O 0.00 0.02 -0.24
H -0.01 0.14 -0.18
H -0.03 0.01 0.11
H -0.01 -0.29 -0.19
H 0.30 -0.24 0.24
N 0.02 -0.63 -0.34
C -0.54 1.12 -0.52
N 0.58 0.20 0.11
O -0.10 -0.50 0.65
H 0.30 0.04 -0.18
H -0.14 0.16 0.21
H -0.21 0.01 0.03
H 0.10 -0.20 -0.05
C 0.12 0.69 1.26
C 0.23 -0.73 -1.11
C -0.19 0.39 0.80
O 0.00 -0.15 0.07
H 0.12 -0.19 -0.10
H -0.28 -0.15 -0.24
H -0.07 0.03 -0.55
H 0.21 -0.07 0.20
H -0.11 0.12 0.06
H 0.23 -0.08 -0.22
H -0.27 0.03 -0.22
H -0.02 0.05 0.11
C 0.77 0.59 -0.89
C 0.19 0.09 1.02
C -0.19 0.64 -0.53
O -0.24 -0.07 0.29
H -0.23 -0.03 0.15
H 0.06 -0.12 0.08
H -0.30 -0.36 0.28
H -0.14 -0.25 -0.83
H -0.15 -0.05 0.38
H 0.11 -0.25 0.16
H 0.07 -0.15 -0.13
H 0.09 -0.02 -0.12
C -0.07 -0.26 0.82
C 0.25 0.39 -0.39
C -0.19 0.58 -0.53
O -0.07 -0.28 0.25
H 0.00 0.27 -0.05
H -0.18 0.08 -0.47
H 0.04 -0.41 -0.19
H 0.04 -0.01 -0.21
H 0.41 0.00 0.36
H -0.22 -0.12 0.58
H -0.22 -0.23 -0.12
H 0.33 0.09 -0.02
C -0.32 -0.27 0.79
C -0.69 -0.43 -0.20
C 0.55 0.06 0.46
O 0.30 0.13 -0.19
H 0.24 0.03 -0.55
H 0.21 -0.20 -0.09
H -0.03 0.14 0.02
H -0.05 0.57 0.09
H -0.21 0.00 -0.21
H 0.02 -0.17 0.04
H 0.06 0.14 -0.19
H -0.06 -0.05 -0.01
C 1.36 0.20 -0.60
C -1.28 0.30 0.55
C 1.16 -0.41 -0.14
O 0.44 0.06 -0.54
H -0.16 -0.06 -0.02
H -0.31 -0.24 0.26
H -0.29 0.10 0.23
H -0.11 -0.12 -0.07
H -0.13 0.15 -0.14
H -0.44 0.11 -0.13
H -0.36 0.00 0.38
H 0.06 0.04 -0.05

Highest occupied orbital energy ... -9.244 eV
Energy above the lowest of the compared OMol25 structures with the same formula, charge and spin ... 4.4 kcal per mole
Gap between HOMO and LUMO ... 9.464 eV

This record from the Open Molecules 2025 dataset describes a structure of composition C18H53Ag3N11O9. The level of theory is ωB97M-V/def2-TZVPD.

CARTESIAN COORDINATES (ANGSTROEM)
Ag (0.7350, -3.3560, -1.0946)
Ag (1.9399, -1.5934, -4.1398)
Ag (-1.5147, -2.9620, 2.1743)
O (-0.3534, -1.6455, -2.6407)
C (-0.4598, -0.5276, -1.7370)
C (-0.7628, -0.8104, -0.1753)
O (-0.0713, -1.6877, 0.6990)
H (-0.9789, 0.3019, -2.2171)
H (0.5375, -0.0885, -1.7103)
H (-1.7982, -1.1349, -0.0712)
H (-0.7581, 0.1713, 0.2983)
C (-4.7171, -0.3747, 2.1355)
C (-3.3755, -0.3130, 2.7506)
C (-3.2483, 0.9541, 3.6709)
O (-1.9562, 1.1214, 4.2502)
C (-1.7733, 2.3580, 5.0360)
N (-3.0507, -1.5150, 3.5414)
H (-4.7397, -1.2222, 1.4504)
H (-5.0325, 0.5082, 1.5795)
H (-5.5310, -0.4162, 2.8593)
H (-2.5425, -0.1850, 2.0593)
H (-3.9377, 0.7618, 4.4929)
H (-3.5732, 1.8265, 3.1040)
H (-2.6809, 2.5318, 5.6141)
H (-1.6499, 3.1853, 4.3370)
H (-0.8635, 2.1493, 5.5988)
H (-2.2699, -1.2821, 4.1382)
H (-3.7533, -1.6765, 4.2488)
C (-1.3292, 2.6777, 1.2978)
C (-0.0024, 3.4149, 1.1815)
C (1.1230, 2.7455, 0.2630)
O (2.3964, 3.3446, 0.0611)
C (3.2165, 3.4071, 1.2916)
N (-0.3373, 4.7343, 0.6475)
H (-1.8441, 2.5223, 0.3498)
H (-2.0586, 3.3276, 1.7812)
H (-1.3115, 1.7897, 1.9296)
H (0.3950, 3.5224, 2.1908)
H (0.7232, 2.5922, -0.7394)
H (1.2458, 1.7392, 0.6634)
H (2.8596, 4.0485, 2.0974)
H (4.1871, 3.8512, 1.0705)
H (3.4038, 2.4793, 1.8322)
H (0.5259, 5.2586, 0.6602)
H (-0.8786, 5.1931, 1.3663)
C (3.2674, 2.8063, -2.9677)
C (3.3176, 1.3017, -3.1548)
C (3.5796, 0.6647, -1.7811)
O (3.3673, -0.7330, -1.8393)
C (3.6870, -1.4242, -0.6401)
N (2.0861, 0.8329, -3.6145)
H (4.2515, 3.1909, -2.6995)
H (2.5629, 3.0688, -2.1785)
H (2.9992, 3.4614, -3.7966)
H (4.0774, 0.9107, -3.8315)
H (2.8967, 1.0476, -1.0228)
H (4.6250, 0.8655, -1.5466)
H (4.6502, -1.2247, -0.1705)
H (3.6362, -2.4694, -0.9450)
H (2.9344, -1.2609, 0.1313)
H (1.7156, 1.5493, -4.2225)
H (1.5005, 0.6038, -2.8241)
C (-1.4761, 0.5714, -5.7418)
O (-1.8067, 1.0801, -6.8041)
N (-1.8249, -0.6363, -5.4082)
N (-0.6926, 1.1815, -4.8525)
H (-2.4500, -1.1489, -6.0136)
H (-1.4444, -0.9596, -4.5302)
H (-0.4562, 0.8224, -3.9386)
H (-0.2200, 2.0417, -5.0911)
C (1.7465, -0.0219, 3.6067)
O (2.1166, 0.5331, 4.6485)
N (0.5956, -0.0564, 3.1620)
N (2.6128, -0.6234, 2.8615)
H (-0.1413, 0.3522, 3.7189)
H (0.5004, -0.6494, 2.3499)
H (2.2516, -1.2164, 2.1281)
H (3.5356, -0.7848, 3.2390)
C (1.6818, -4.8735, 1.3247)
O (2.3440, -4.4485, 0.3820)
N (1.4423, -6.0767, 1.7006)
N (0.8864, -4.1042, 2.0091)
H (0.7732, -6.3188, 2.4174)
H (1.8730, -6.8699, 1.2474)
H (0.8445, -3.1313, 1.7411)
H (0.4799, -4.4259, 2.8759)
C (-3.2883, -3.3076, -3.7375)
O (-4.2352, -3.9446, -4.1666)
N (-3.2167, -2.5579, -2.7144)
N (-2.0574, -3.6893, -4.0448)
H (-2.2912, -2.1861, -2.5551)
H (-4.0060, -2.2272, -2.1781)
H (-1.9832, -4.2846, -4.8573)
H (-1.3833, -2.9572, -3.8721)

Atomic forces in eV per Å
Ag -0.27 1.02 -0.14
Ag -0.59 0.87 0.70
Ag -0.47 1.05 -0.33
O 0.27 -0.13 0.98
C 2.42 -1.65 0.52
C -1.77 0.60 -0.15
O 0.84 -1.16 -0.89
H -1.31 -0.11 0.71
H 0.56 0.08 0.57
H -0.58 0.15 -0.64
H 0.17 0.47 -0.22
C -0.98 -0.06 -0.76
C 1.87 1.98 1.65
C -0.28 -0.65 0.27
O -0.10 0.14 -0.24
C -0.42 -1.37 -1.26
N 0.71 -0.64 -0.24
H -0.41 -0.08 0.07
H 0.69 0.15 -0.28
H 0.15 -0.62 0.35
H -0.23 -0.23 -0.59
H -0.45 0.35 0.20
H 0.09 0.19 0.00
H 0.26 -0.03 0.40
H 0.17 0.09 0.06
H -0.28 0.39 0.21
H 0.57 0.35 0.06
H -0.67 -0.41 -0.18
C -0.34 -0.20 0.01
C 0.83 0.26 -0.81
C -1.24 -0.59 0.58
O 0.33 0.37 2.51
C -0.01 0.50 -0.23
N 0.54 0.13 0.14
H 0.46 -0.43 -0.33
H 0.21 0.38 0.36
H 0.27 -0.18 -0.32
H 0.31 -0.28 0.24
H -0.24 0.32 -0.15
H 0.24 -0.34 0.28
H -0.85 0.34 -0.36
H -0.11 -0.20 -0.64
H -0.30 -0.68 -0.68
H 0.27 0.35 -0.43
H -0.43 0.25 -0.02
C 0.83 0.80 0.25
C 1.61 0.21 1.43
C 0.35 0.03 -0.35
O 0.42 -0.21 -0.36
C -0.66 -0.74 -0.24
N -1.75 -1.67 -1.41
H 0.05 -0.03 0.39
H 0.18 -0.15 0.14
H -0.17 -0.67 -0.66
H 0.43 0.57 -0.06
H 0.10 0.51 0.12
H 0.03 0.11 0.46
H 0.28 0.34 -0.52
H 0.19 -0.11 0.38
H -0.27 0.19 -0.05
H -0.70 -0.44 -0.06
H -0.57 0.58 -0.13
C -0.52 1.69 -2.84
O 0.17 0.38 0.03
N -0.56 -2.74 1.23
N 2.03 1.78 1.91
H 0.16 -0.01 0.39
H -0.47 -0.75 -0.11
H -0.33 -0.20 -0.45
H -0.59 -0.13 -0.27
C 5.13 2.33 5.56
O -0.39 0.36 0.33
N -7.24 -0.20 -2.22
N 3.64 -2.58 -2.93
H -0.39 -0.09 -0.45
H -1.36 0.29 -0.40
H 0.62 -0.05 -0.03
H -0.26 0.00 -0.17
C -0.37 0.84 -1.57
O 0.61 -0.17 -0.91
N 1.01 -5.83 0.19
N -2.30 4.00 2.23
H 0.28 0.18 -0.26
H 0.15 0.20 0.06
H 0.19 0.39 0.18
H 0.36 0.35 0.00
C -2.02 -4.91 -1.57
O -1.28 0.74 -0.49
N -0.78 4.49 4.49
N 3.34 -0.64 -2.09
H -0.10 0.42 0.73
H 0.10 -0.05 -0.52
H 0.15 0.34 -0.01
H 0.76 -0.50 -0.35

Highest occupied orbital energy ... -11.216 eV
Charge ... +1
Energy above the lowest of the compared OMol25 structures with the same formula, charge and spin ... 77.7 kcal per mole
Gap between HOMO and LUMO ... 7.129 eV